(1)
DFT (ωB97M-V/def2-TZVPD) results for a structure of composition C8H22CsN2O2.

Computed properties:
DFT total energy, eV: -16266.7043
2S+1: 1
HOMO, eV: -12.850
Orbital gap, Ha: 0.373
Relative energy (zero: lowest compared OMol25 entry of this formula, charge and spin), kcal per mole: 87.0
Net charge: +1

Cartesian coordinates (Å):
1 Cs 1.41 1.47 1.04
2 C -0.37 -1.98 1.65
3 C 1.17 -1.85 1.66
4 C 1.77 -1.47 0.24
5 O 3.18 -1.71 0.25
6 C 4.07 -0.85 0.91
7 N 1.39 -0.81 2.63
8 H -0.82 -1.12 1.16
9 H -0.85 -2.10 2.62
10 H -0.68 -2.81 1.00
11 H 1.70 -2.76 1.92
12 H 1.61 -0.44 -0.08
13 H 1.38 -2.13 -0.54
14 H 4.69 -0.33 0.18
15 H 4.59 -1.53 1.57
16 H 3.55 -0.02 1.40
17 H 0.84 -1.01 3.46
18 H 2.35 -0.77 2.91
19 C -1.16 1.13 0.71
20 C -1.12 1.01 -0.77
21 C -2.43 1.42 -1.44
22 O -2.18 0.95 -2.74
23 C -3.30 1.36 -3.52
24 N 0.08 1.59 -1.26
25 H -2.08 0.74 1.14
26 H -1.10 2.12 1.16
27 H -0.39 0.52 1.19
28 H -1.00 -0.06 -0.97
29 H -2.47 2.51 -1.42
30 H -3.38 1.13 -1.01
31 H -4.02 0.55 -3.65
32 H -2.84 1.64 -4.46
33 H -3.82 2.22 -3.08
34 H 0.40 1.00 -2.02
35 H -0.18 2.37 -1.85

(2)
DFT (ωB97M-V/def2-TZVPD) results for a cluster of 2 separate species, C8H22N3OP in total.

Computed properties:
DFT total energy, eV: -24441.5433
2S+1: 1
HOMO, eV: -16.316
Orbital gap, Ha: 0.404
Relative energy (zero: lowest compared OMol25 entry of this formula, charge and spin), kcal per mole: 49.7
Net charge: +2

Cartesian coordinates (Å):
1 C 0.71 0.84 -2.20
2 C 2.54 1.34 -4.89
3 C -1.07 1.05 4.59
4 C -0.95 -1.17 3.59
5 C -0.55 0.04 0.97
6 C 2.21 2.23 -3.68
7 C -0.88 0.65 -0.43
8 C -1.15 0.83 2.13
9 N 1.31 1.52 -2.85
10 N -0.03 0.08 -1.51
11 N -0.63 0.27 3.39
12 O -0.34 -2.42 -1.88
13 P -0.41 -3.93 -1.92
14 H 3.13 0.47 -4.49
15 H 1.61 0.97 -5.47
16 H 3.08 1.83 -5.70
17 H -2.20 1.08 4.65
18 H -0.67 0.76 5.59
19 H -0.87 2.13 4.60
20 H -1.08 -1.23 4.69
21 H -1.98 -1.30 3.20
22 H -0.09 -1.77 3.27
23 H 0.62 0.08 1.20
24 H -0.77 -0.95 1.06
25 H 3.17 2.27 -3.06
26 H 1.92 3.30 -3.97
27 H -1.89 0.50 -0.68
28 H -0.73 1.66 -0.40
29 H -0.86 1.85 2.13
30 H -2.20 0.70 1.98
31 H -0.89 -4.38 -0.73
32 H -0.01 -0.99 -1.61
33 H 0.34 0.29 3.22
34 H 0.90 -4.23 -1.97
35 H -1.26 -4.36 -2.83

(3)
DFT (ωB97M-V/def2-TZVPD) results for a structure of composition C8H22N6O14Zr.

Computed properties:
DFT total energy, eV: -47529.1026
2S+1: 1
HOMO, eV: -10.157
Orbital gap, Ha: 0.363

Cartesian coordinates (Å):
1 Zr 6.74 6.40 11.64
2 N 9.12 7.94 11.66
3 O 8.89 6.67 11.52
4 O 10.25 8.39 11.72
5 O 8.05 8.70 11.62
6 N 8.46 3.96 10.75
7 O 8.38 4.24 9.58
8 O 7.63 4.48 11.60
9 O 9.26 3.17 11.21
10 N 4.36 4.87 13.14
11 O 5.50 5.49 12.97
12 O 3.59 4.95 12.21
13 O 4.30 4.23 14.15
14 N 4.59 6.09 9.94
15 O 5.48 5.24 10.20
16 O 3.56 5.89 9.34
17 O 4.84 7.10 10.69
18 C 5.49 9.73 14.76
19 C 6.41 8.85 13.92
20 C 7.01 7.64 14.68
21 O 7.65 6.83 13.77
22 C 8.50 5.80 14.36
23 N 5.72 8.38 12.65
24 H 5.87 10.02 15.73
25 H 4.57 9.18 15.02
26 H 5.20 10.63 14.22
27 H 7.24 9.51 13.61
28 H 6.29 7.08 15.29
29 H 7.71 8.06 15.43
30 H 7.83 5.16 14.95
31 H 9.06 6.37 15.04
32 H 9.07 5.47 13.53
33 H 5.75 9.24 12.09
34 H 4.78 8.28 13.01
35 C 7.54 9.51 8.58
36 C 6.74 8.21 8.39
37 C 6.92 7.87 6.93
38 O 6.04 6.75 6.68
39 C 5.99 6.30 5.38
40 N 7.29 7.09 9.24
41 H 7.41 9.85 9.61
42 H 7.21 10.27 7.88
43 H 8.57 9.26 8.30
44 H 5.67 8.33 8.50
45 H 8.01 7.66 6.77
46 H 6.68 8.68 6.21
47 H 6.94 5.92 5.11
48 H 5.77 7.13 4.70
49 H 5.24 5.48 5.25
50 H 7.06 6.17 8.84
51 H 8.29 7.10 9.20

(4)
DFT (ωB97M-V/def2-TZVPD) results for a cluster of 5 separate species, C8H22O4 in total.

Computed properties:
DFT total energy, eV: -16842.1778
2S+1: 1
HOMO, eV: -8.830
Structure (SMILES): C=C/C=C(/C)CCC.O.O.O.O
Orbital gap, Ha: 0.342
Relative energy (zero: lowest compared OMol25 entry of this formula, charge and spin), kcal per mole: 0.0

Cartesian coordinates (Å):
1 C -2.82 1.11 -0.38
2 C -1.30 1.11 -0.43
3 C -0.80 0.44 -1.72
4 C 0.66 0.10 -1.70
5 C 1.10 -1.09 -1.27
6 C 0.30 -2.11 -0.60
7 C 0.87 -3.10 0.10
8 C 1.58 1.18 -2.19
9 H -3.24 1.42 -1.34
10 H -3.19 0.09 -0.25
11 H -3.24 1.72 0.41
12 H -0.91 2.13 -0.43
13 H -0.93 0.59 0.45
14 H -1.16 1.04 -2.55
15 H -1.38 -0.47 -1.88
16 H 2.16 -1.28 -1.40
17 H -0.78 -2.05 -0.68
18 H 1.93 -3.07 0.17
19 H 0.26 -3.80 0.65
20 H 1.66 1.09 -3.28
21 H 2.61 1.24 -1.83
22 H 1.19 2.18 -1.98
23 H -2.28 -1.69 2.96
24 H -1.35 -1.43 1.78
25 O -2.23 -1.76 2.01
26 H 2.71 -0.78 2.20
27 H 1.97 -0.58 0.90
28 O 2.38 -0.08 1.61
29 H 0.94 2.36 0.22
30 H 1.90 1.90 1.39
31 O 1.17 2.49 1.14
32 H -0.58 0.79 2.49
33 H 0.87 0.25 2.59
34 O -0.06 0.07 2.85